Molecular formula: C8H15N
Method: DFT, ωB97M-V/def2-TZVPD

For the LUMO energy, the calculation gives 0.971 eV. Its energy is -10027.7275 eV. As for the orbital gap: 9.551 eV. As for the highest occupied orbital energy: -8.58 eV. Its SMILES is C=C(C)/C(=C\C)CNC. As for the total charge: 0. As for the multiplicity: 1.

Last column: Löwdin charge in e.
Atoms and positions in Å:
N1 2.3366 -0.8562 -0.2395  -0.144
C1 -0.4538 -0.5723 -1.1309  -0.107
C2 0.0842 0.2636 -0.2513  -0.256
C3 -0.7124 1.3314 0.3566  -0.375
C4 -1.0876 2.4667 -0.3010  0.061
C5 -1.1707 1.0853 1.7664  -0.064
C6 2.1320 -2.0177 0.5366  -0.168
C7 1.5668 0.3002 0.0954  -0.198
C8 -1.9251 -0.7560 -1.4966  -0.088
H1 -1.5476 3.2862 0.2659  0.058
H2 2.8661 -2.8136 0.2989  0.083
H3 -0.9353 2.6364 -1.3983  0.081
H4 -2.1208 -0.5044 -2.5662  0.077
H5 -1.7587 0.1034 1.8141  0.108
H6 1.6543 0.4758 1.1718  0.117
H7 -2.3024 -1.7890 -1.3561  0.073
H8 1.1552 -2.5230 0.4781  0.072
H9 2.3252 -1.7656 1.5945  0.086
H10 0.2544 -1.2597 -1.6546  0.106
H11 -0.2727 0.8604 2.4155  0.085
H12 -1.7509 1.9371 2.1714  0.079
H13 -2.5590 -0.0466 -0.9211  0.070
H14 1.9546 1.1909 -0.3833  0.122
H15 2.2677 -1.0330 -1.2663  0.122

Force components x, y, z for each atom (eV/Å):
N 0.5 0.5 -2.4
C 0.2 -1.3 -0.8
C -0.3 0.0 -0.7
C -1.3 1.8 -0.3
C 0.6 -0.9 0.1
C 0.5 -1.1 0.9
C 0.3 -1.5 1.2
C -0.7 -0.1 0.3
C -0.2 0.9 -0.2
H -0.1 -0.4 -0.3
H -0.2 0.5 -0.1
H 0.2 -0.3 1.2
H 0.3 -0.2 0.6
H 0.5 1.4 -0.2
H 0.1 0.0 0.0
H 0.4 0.5 0.1
H -0.2 0.4 0.0
H -0.2 -0.1 -0.3
H -0.7 0.3 0.5
H -0.9 0.4 -0.4
H 0.3 -0.6 -0.1
H 0.4 -0.6 -0.2
H 0.4 0.2 -0.2
H 0.2 0.1 1.3

---

Molecular formula: C6H14N2O2
Method: DFT, ωB97M-V/def2-TZVPD

For the LUMO energy, the calculation gives 0.566 eV. Its energy is -13522.7916 eV. As for the orbital gap: 9.466 eV. As for the highest occupied orbital energy: -8.90 eV. Its SMILES is CNC(C)=O.CNC(C)=O. As for the total charge: 0. As for the multiplicity: 1.

Last column: Löwdin charge in e.
Atoms and positions in Å:
O1 0.3237 0.6798 -0.3809  0.059
O2 -2.9916 -1.5075 -0.8693  0.047
N1 -0.7835 -1.6451 -0.1216  0.001
N2 1.8149 1.5612 1.0738  0.007
C1 2.9183 0.5600 0.6730  -0.064
C2 0.5759 1.4764 0.4631  -0.561
C3 -1.5364 -0.5763 -2.3886  -0.036
C4 -1.0746 -2.6889 0.8841  -0.064
C5 -0.1991 2.7291 0.6935  -0.004
C6 -1.8349 -1.2360 -0.9698  -0.520
H1 3.8204 0.6547 1.3041  0.061
H2 0.4513 3.5856 0.7496  0.070
H3 -0.3552 -3.1355 1.4250  0.026
H4 -0.6284 2.6218 1.7418  0.111
H5 -1.3420 0.4963 -2.2922  0.039
H6 2.6418 -0.5642 0.9100  0.111
H7 3.3195 0.8787 -0.3262  0.089
H8 -2.3671 -0.7811 -3.2195  0.108
H9 2.0437 2.0328 1.9149  0.108
H10 -0.9430 2.9238 -0.0827  0.089
H11 -1.8526 -2.2082 1.5897  0.117
H12 -0.6643 -1.1104 -2.9343  0.083
H13 0.0939 -1.2377 -0.1418  0.055
H14 -1.4306 -3.5094 0.3042  0.071

Force components x, y, z for each atom (eV/Å):
O -0.2 -1.4 -1.1
O -1.6 -1.0 2.0
N -2.6 -1.4 -0.1
N 2.1 -3.2 -1.0
C -0.5 -0.3 0.9
C 2.2 2.9 0.4
C 0.9 -1.4 -1.7
C -4.3 3.2 -1.4
C -1.4 0.0 1.9
C 2.2 0.2 -2.6
H -0.7 0.6 0.2
H 0.4 0.2 -0.1
H 3.4 -0.4 1.8
H -0.1 0.4 -1.3
H 0.1 -0.3 -0.2
H 0.2 2.3 -1.4
H -0.9 -1.1 0.6
H 1.1 0.5 2.6
H -0.5 0.7 0.5
H -0.1 -0.4 0.4
H 0.9 -1.5 -0.9
H -0.8 1.1 1.3
H 1.5 1.0 -0.5
H -1.2 -0.7 -0.1

---

Molecular formula: C5H7NO
Method: DFT, ωB97M-V/def2-TZVPD

For the LUMO energy, the calculation gives 0.841 eV. Its energy is -8835.4145 eV. As for the orbital gap: 10.664 eV. As for the highest occupied orbital energy: -9.82 eV. Its SMILES is C/C=C\CN=C=O. As for the total charge: 0. As for the multiplicity: 1.

Last column: Löwdin charge in e.
Atoms and positions in Å:
O1 2.3176 -2.0488 0.7648  0.141
N1 1.5491 0.1388 1.2936  0.117
C1 -1.5307 -0.8542 -0.4678  -0.094
C2 -0.6703 0.1564 -1.1686  -0.159
C3 1.8910 -0.9740 0.9799  -0.325
C4 0.2133 0.9834 -0.6088  -0.112
C5 0.5112 1.0613 0.8689  -0.208
H1 0.8489 2.0670 1.1322  0.109
H2 -1.3210 -1.8596 -0.8516  0.081
H3 -0.7804 0.1927 -2.2524  0.100
H4 -0.3872 0.8644 1.4641  0.108
H5 -2.5934 -0.6572 -0.6516  0.077
H6 0.7978 1.6414 -1.2491  0.100
H7 -1.3691 -0.8735 0.6139  0.066

Force components x, y, z for each atom (eV/Å):
O -0.3 0.7 0.1
N 0.3 -0.6 -0.1
C 0.0 0.0 0.1
C 0.1 0.1 0.1
C 0.1 -0.1 0.0
C -0.1 -0.1 -0.1
C -0.2 0.1 0.0
H 0.0 -0.2 0.0
H 0.0 0.1 0.0
H 0.0 0.0 0.2
H 0.1 0.0 -0.1
H 0.2 0.0 0.0
H -0.1 -0.1 0.1
H 0.0 0.0 -0.2

---

Molecular formula: C3H16NO4
Method: DFT, ωB97M-V/def2-TZVPD

For the LUMO energy, the calculation gives -2.794 eV. Its energy is -13044.2794 eV. As for the orbital gap: 11.653 eV. As for the highest occupied orbital energy: -14.45 eV. As for the total charge: +1. As for the multiplicity: 1.

Last column: Löwdin charge in e.
Atoms and positions in Å:
O1 -0.2326 2.3253 -0.5337  -0.089
O2 -0.6460 0.7539 -2.6538  -0.044
O3 -0.0306 -1.9112 -1.2480  -0.079
O4 -1.5145 1.9537 1.8194  -0.052
N1 1.2117 0.4435 0.1595  0.183
C1 0.3703 -1.6971 1.1808  -0.152
C2 -0.6271 -1.7793 0.0454  -0.229
C3 1.6019 -0.8903 0.8216  -0.138
H1 -0.5516 3.0032 0.0866  0.059
H2 1.9850 1.0910 0.2827  0.167
H3 2.3749 -1.2384 0.1327  0.129
H4 0.0772 -2.8158 -1.5251  0.097
H5 -0.1032 -1.0955 1.9757  0.128
H6 1.0703 0.1459 -0.8027  0.127
H7 2.2271 -0.8164 1.7212  0.131
H8 -1.5429 2.4072 2.6531  0.046
H9 -0.3881 -0.1402 -2.9084  0.048
H10 0.4270 0.8970 0.6400  0.112
H11 -1.1884 -0.8451 -0.0886  0.119
H12 -0.6955 2.1413 -1.3613  0.026
H13 0.5907 -2.6897 1.5887  0.132
H14 -0.7766 1.2607 -3.4597  0.069
H15 -1.3064 -2.6476 0.1530  0.140
H16 -2.3327 2.1441 1.3211  0.072

Force components x, y, z for each atom (eV/Å):
O 0.7 0.4 0.5
O 0.1 0.0 0.1
O 0.7 0.7 -0.3
O -0.1 -0.4 -0.9
N 1.2 -1.9 2.5
C -0.2 0.5 -0.1
C -0.8 -0.7 -1.1
C 1.4 0.1 0.2
H -0.4 -0.4 -1.1
H 0.1 0.1 -0.6
H -0.7 -0.9 -0.3
H 0.1 -0.5 0.1
H 0.0 -0.5 0.0
H -0.6 1.0 -0.3
H -0.5 1.0 0.1
H -0.4 0.4 0.6
H -0.2 0.0 0.0
H -0.5 0.0 -0.9
H -0.2 -0.3 0.6
H -0.3 0.5 0.4
H 0.3 0.3 -0.1
H 0.0 -0.2 -0.2
H 0.0 0.8 0.4
H 0.5 -0.1 0.7

---

Molecular formula: C2H5N7O4
Method: DFT, ωB97M-V/def2-TZVPD

For the LUMO energy (alpha / beta), the calculation gives -0.211 / -0.211 eV. Its energy is -20767.3307 eV. As for the orbital gap (alpha / beta): 9.112 / 9.111 eV. As for the highest occupied orbital energy (alpha / beta): -9.32 / -9.32 eV. As for the total charge: 0. As for the multiplicity: 1.

Last column: Löwdin charge in e.
Atoms and positions in Å:
O1 2.2897 1.1766 -1.2171  0.101
O2 2.5697 -0.2881 0.4198  0.079
O3 0.7248 -1.3953 -1.6469  0.090
O4 0.3206 -2.6867 0.0526  0.110
N1 0.2475 -1.6509 -0.5585  -0.338
N2 2.0447 0.5270 -0.2814  -0.336
N3 -1.8131 -0.5900 -0.5262  0.110
N4 -0.1498 1.8350 -0.6280  0.103
N5 0.2372 1.0655 1.6422  0.060
N6 -0.2302 0.1192 2.2859  0.028
N7 -0.6688 -0.8864 1.5298  0.058
C1 0.2412 0.8122 0.2308  -0.352
C2 -0.5185 -0.5086 0.1257  -0.404
H1 0.2225 2.7466 -0.2134  0.145
H2 -0.3331 1.6975 -1.6471  0.126
H3 -2.5742 -0.1074 0.0191  0.122
H4 -1.0512 -1.7612 1.8999  0.164
H5 -1.5590 -0.1047 -1.4874  0.133

Force components x, y, z for each atom (eV/Å):
O 2.1 0.6 -1.5
O 1.7 -0.1 -0.6
O -0.4 -0.2 0.1
O 0.0 -0.1 -0.6
N 0.8 0.2 0.2
N -5.1 -0.7 3.0
N 0.9 2.0 -2.2
N 0.1 1.3 1.7
N 0.7 1.5 -0.3
N -0.2 -0.8 1.0
N 0.3 0.9 -1.1
C 0.6 -0.6 -1.9
C -1.3 -2.2 1.1
H -0.9 -1.5 -1.7
H 0.8 0.3 1.7
H 1.4 -0.3 -1.0
H 0.4 0.8 -0.2
H -1.8 -1.2 2.3

---

Molecular formula: C18H22N2O4S2
Method: DFT, ωB97M-V/def2-TZVPD

For the LUMO energy, the calculation gives 0.364 eV. Its energy is -51863.4352 eV. As for the orbital gap: 8.666 eV. As for the highest occupied orbital energy: -8.30 eV. Its SMILES is COc1ccc(N(CC(=O)NCCSc2ccccc2)S(C)(=O)=O)cc1. As for the total charge: 0. As for the multiplicity: 1.

Last column: Löwdin charge in e.
Atoms and positions in Å:
S1 -2.2621 1.9354 1.3234  0.643
S2 0.3782 -3.1919 -1.4942  0.935
O1 -1.6306 1.0720 -3.2920  0.082
O2 -1.4059 2.1307 2.4474  -0.274
O3 3.8088 0.6060 -0.8542  -0.076
O4 -2.9061 0.6486 1.1906  -0.309
N1 -2.1685 -0.1409 -1.4581  0.072
N2 -1.4415 2.3047 -0.0874  -0.181
C1 4.3680 -0.4399 -0.0945  -0.076
C2 -0.2714 -2.2930 1.0524  -0.107
C3 -1.9802 1.0059 -2.1342  -0.493
C4 1.8033 -3.4836 0.8069  -0.129
C5 0.6424 -2.9608 0.2503  -0.538
C6 -1.7564 -1.4107 -2.0155  -0.215
C7 -3.5390 3.2215 1.3731  -0.104
C8 -0.0061 -2.1227 2.4000  -0.084
C9 -0.2262 -1.5448 -1.9896  -0.433
C10 0.7013 2.4179 -1.2371  0.000
C11 1.7481 0.4721 0.4399  -0.003
C12 1.9933 1.9748 -1.4129  0.017
C13 -2.2639 2.2578 -1.2862  -0.096
C14 1.1577 -2.6281 2.9543  -0.088
C15 -0.0953 1.8784 -0.2281  -0.263
C16 2.5343 0.9903 -0.5821  -0.270
C17 2.0571 -3.3171 2.1558  -0.090
C18 0.4418 0.9059 0.6007  -0.039
H1 -4.4494 2.8681 0.9073  0.063
H2 -2.0831 3.1421 -1.9043  0.132
H3 4.4575 -0.1668 0.9617  0.098
H4 -2.4311 -0.0938 -0.4778  0.088
H5 -3.3097 2.2449 -0.9792  0.114
H6 -0.7184 -1.5925 3.0149  0.111
H7 -1.1878 -1.9016 0.6409  0.096
H8 0.1950 -1.3625 -2.9764  0.077
H9 5.3609 -0.6048 -0.5096  0.095
H10 1.3612 -2.4899 4.0055  0.102
H11 2.1214 -0.2879 1.1073  0.103
H12 -0.1582 0.4760 1.3841  0.083
H13 -2.2291 -2.2104 -1.4438  0.108
H14 -3.7103 3.4256 2.4228  0.068
H15 2.6096 2.3756 -2.2013  0.122
H16 3.7793 -1.3588 -0.1820  0.086
H17 0.3035 3.1711 -1.8970  0.121
H18 2.9643 -3.7191 2.5826  0.103
H19 2.4980 -4.0151 0.1743  0.099
H20 -3.1491 4.1019 0.8803  0.071
H21 -2.1113 -1.4615 -3.0480  0.121
H22 0.2056 -0.8289 -1.2909  0.056

Force components x, y, z for each atom (eV/Å):
S -0.4 0.6 -0.1
S 0.1 0.1 0.0
O 0.1 0.1 -0.4
O 0.2 0.2 0.1
O -0.2 0.3 -0.2
O -0.2 0.0 0.0
N -0.2 -0.2 0.1
N -0.6 0.1 0.9
C 0.1 -0.2 0.1
C 0.1 -0.1 0.1
C -0.4 0.1 0.5
C -0.1 0.0 0.0
C -0.1 0.0 -0.4
C 0.1 0.1 -0.2
C 0.5 -0.5 -0.2
C -0.1 0.0 0.0
C 0.1 -0.4 0.1
C -0.2 0.0 0.2
C 0.2 0.0 0.0
C 0.2 -0.2 0.1
C -0.1 0.0 -0.5
C 0.1 0.0 0.1
C 0.7 -0.3 0.3
C -0.2 0.1 0.0
C 0.0 0.0 0.1
C 0.0 0.2 -0.2
H -0.1 -0.1 -0.1
H -0.1 -0.2 0.0
H 0.0 0.0 0.0
H 0.0 0.0 -0.2
H -0.1 0.1 -0.2
H -0.1 0.1 0.1
H -0.1 0.0 -0.1
H 0.0 0.1 0.0
H -0.1 0.0 0.1
H 0.0 0.0 0.1
H 0.1 -0.1 0.1
H 0.1 -0.1 0.0
H 0.0 0.1 -0.1
H 0.0 -0.1 0.2
H 0.1 0.1 -0.1
H 0.0 0.0 0.0
H -0.1 0.1 -0.1
H 0.1 0.0 0.0
H 0.1 0.0 -0.1
H 0.0 0.2 0.0
H 0.0 -0.1 0.1
H 0.0 0.0 -0.1

---

For reference, largest force on an atom by record: 2.52; 5.52; 0.76; 3.32; 5.93; 1.05 eV Å⁻¹.
For reference, energy relative to the best compared isomer or geometry (same formula, charge and spin) by record: 38.00; 65.33; 18.18; 19.77; 18.47; 10.47 kcal per mole.